# C2H5N5O

C2H5N5O in the gas phase at a distorted geometry (ωB97M-V with the def2-TZVPD basis set, the OMol25 dataset).

```
! wB97M-V def2-TZVPD RIJCOSX def2/J DEFGRID3
* xyz 0 1
H 0.231 2.121 0.693
N -0.684 1.748 0.232
C -0.361 0.444 0.078
C -1.320 -0.558 -0.196
O -2.598 -0.249 -0.285
N -0.780 -1.702 -0.062
N 0.512 -1.785 0.169
N 0.745 -0.284 -0.104
N 1.969 0.190 -0.379
H -2.984 0.810 -0.172
H 0.919 -2.180 1.147
H 2.355 0.828 0.131
H 1.995 0.616 -1.251
*
```

Results
Gap between HOMO and LUMO (eV): 9.3
Energy above the lowest of the compared OMol25 structures with the same formula, charge and spin (eV): 5.502
HOMO level (eV): -8.8
SMILES: [H]/N=c1/c(O)n[nH]n1N

# C43H45AsCsF10N3OS2Te

C43H45AsCsF10N3OS2Te as an isolated structure (ωB97M-V with the def2-TZVPD basis set, the OMol25 dataset).

```
! wB97M-V def2-TZVPD RIJCOSX def2/J DEFGRID3
* xyz -2 1
Cs 0.181 0.566 1.343
C 2.970 0.545 -3.798
N 2.440 0.474 -2.461
C 2.195 -0.880 -1.977
C 3.154 -1.281 -0.850
N 3.097 -0.338 0.244
C 4.141 0.386 0.591
C 3.997 1.344 1.652
F 2.765 1.479 2.226
C 4.977 2.184 2.117
F 4.699 3.075 3.086
C 6.258 2.147 1.591
F 7.241 2.963 2.046
C 6.482 1.242 0.572
F 7.715 1.167 0.028
C 5.491 0.411 0.095
F 5.883 -0.416 -0.918
C 1.331 1.383 -2.239
C 1.702 2.842 -1.955
N 0.720 3.343 -1.009
C 0.401 4.614 -0.947
C -0.617 5.024 -0.016
F -1.136 4.086 0.816
C -1.107 6.298 0.107
F -2.100 6.551 0.988
C -0.608 7.339 -0.664
F -1.134 8.590 -0.596
C 0.411 7.029 -1.545
F 0.939 8.018 -2.298
C 0.904 5.748 -1.673
F 1.965 5.604 -2.517
H 3.866 -0.074 -3.881
H 3.252 1.573 -4.032
H 2.243 0.209 -4.566
H 2.282 -1.606 -2.798
H 1.166 -0.954 -1.609
H 4.141 -1.415 -1.293
H 2.830 -2.268 -0.490
H 0.807 1.050 -1.353
H 0.612 1.348 -3.084
H 1.734 3.405 -2.893
H 2.716 2.849 -1.533
S -0.763 -2.619 2.132
C -2.078 -3.536 2.808
C -1.942 -4.862 3.254
C -3.009 -5.549 3.804
C -4.256 -4.943 3.932
C -4.416 -3.633 3.497
C -3.351 -2.935 2.943
As -3.407 -1.125 2.215
C -5.324 -0.763 2.693
C -6.271 -1.084 1.718
C -7.626 -0.868 1.921
C -8.064 -0.300 3.111
C -7.135 0.036 4.088
C -5.781 -0.198 3.881
C -2.666 -0.141 3.740
C -2.204 -0.747 4.903
C -1.711 0.023 5.947
C -1.663 1.407 5.841
C -2.115 2.021 4.682
C -2.619 1.249 3.644
H -0.971 -5.333 3.158
H -2.872 -6.571 4.141
H -5.092 -5.480 4.365
H -5.384 -3.154 3.599
H -5.929 -1.515 0.781
H -8.343 -1.130 1.151
H -9.119 -0.117 3.274
H -7.471 0.482 5.017
H -5.071 0.068 4.656
H -2.216 -1.827 4.985
H -1.348 -0.469 6.843
H -1.250 2.002 6.647
H -2.059 3.098 4.578
H -2.952 1.727 2.728
C 1.809 0.742 7.136
Te 2.259 1.289 5.123
C 2.199 -0.713 4.387
H 2.388 -0.142 7.392
H 0.747 0.545 7.266
H 2.111 1.566 7.781
H 2.372 -1.386 5.224
H 2.998 -0.825 3.657
H 1.243 -0.945 3.925
C -6.246 2.750 0.891
C -5.135 2.017 0.144
C -4.110 2.975 -0.444
S -2.536 2.192 -0.883
O -2.217 1.321 0.302
C -3.146 1.055 -2.187
C -3.345 -0.362 -1.671
C -3.868 -1.286 -2.767
H -6.946 2.039 1.334
H -6.802 3.415 0.224
H -5.829 3.357 1.696
H -5.573 1.395 -0.642
H -4.621 1.342 0.831
H -3.819 3.726 0.295
H -4.465 3.504 -1.333
H -2.379 1.074 -2.964
H -4.061 1.482 -2.605
H -4.023 -0.365 -0.818
H -2.397 -0.740 -1.284
H -4.845 -0.954 -3.129
H -3.973 -2.305 -2.392
H -3.187 -1.310 -3.621
*
```

Results
Gap between HOMO and LUMO (eV): 5.2
Energy above the lowest of the compared OMol25 structures with the same formula, charge and spin (eV): 0.896
HOMO level (eV): -1.8

# C22H20BI2O4P

C22H20BI2O4P as an isolated structure at a distorted geometry (ωB97M-V with the def2-TZVPD basis set, the OMol25 dataset).

```
! wB97M-V def2-TZVPD RIJCOSX def2/J DEFGRID3
* xyz 0 1
C 5.255 0.987 0.990
C 4.619 0.793 -0.166
C 3.498 -0.166 -0.280
C 3.594 -1.486 0.145
C 2.504 -2.346 0.071
P 2.712 -4.031 0.696
O 2.065 -4.186 2.023
C 1.268 -1.928 -0.428
C 0.116 -2.861 -0.461
I -0.166 -4.103 -2.131
C -0.685 -2.911 0.602
C -0.470 -2.071 1.833
I -2.366 -4.181 0.729
C 1.172 -0.612 -0.870
C 2.268 0.262 -0.801
C 2.038 1.669 -1.273
O 2.846 2.294 -1.904
C 0.705 2.216 -0.911
C 0.566 3.539 -0.521
C -0.700 3.983 -0.163
C -1.799 3.122 -0.202
C -3.145 3.661 0.235
C -1.664 1.796 -0.633
B -2.934 0.839 -0.699
O -3.810 1.037 -1.732
C -3.220 -0.317 0.326
C -4.692 -0.762 0.249
C -0.387 1.352 -0.980
C -0.106 -0.039 -1.421
O -0.813 -0.635 -2.184
H 5.363 0.203 1.731
H 5.659 1.948 1.278
H 4.897 1.361 -1.039
H 4.523 -1.858 0.556
H 2.271 -4.961 -0.264
H 4.109 -4.210 0.800
H -0.148 -1.063 1.584
H -1.379 -2.044 2.419
H 0.321 -2.555 2.409
H 1.441 4.170 -0.491
H -0.802 5.015 0.144
H -3.682 2.862 0.749
H -3.752 4.003 -0.598
H -3.009 4.436 0.982
H -3.360 1.560 -2.405
H -2.951 0.006 1.331
H -2.611 -1.160 -0.007
H -5.338 0.057 0.559
H -4.970 -1.049 -0.761
H -4.853 -1.632 0.883
*
```

Results
Gap between HOMO and LUMO (eV): 8.0
HOMO level (eV): -8.9

# C8H17O3P2Ru

C8H17O3P2Ru as an isolated structure at a distorted geometry (ωB97M-V with the def2-TZVPD basis set, the OMol25 dataset).

```
! wB97M-V def2-TZVPD RIJCOSX def2/J DEFGRID3
* xyz 1 5
C -1.157 0.757 -2.677
C -0.379 1.543 -3.494
C 0.940 1.942 -3.218
C 1.689 1.461 -2.142
C 1.308 0.423 -1.288
Ru -0.515 0.285 -0.900
P -1.867 -1.552 -1.146
H -2.175 0.522 -3.048
H -0.827 1.915 -4.423
H 1.422 2.637 -3.909
H 2.174 -0.033 -0.747
H 2.683 1.893 -1.987
H -1.279 -2.801 -1.499
H -2.875 -1.539 -2.149
H -2.643 -1.954 -0.026
C 0.828 -2.898 1.348
O 1.228 -1.513 1.542
P 0.202 -0.329 1.197
O -0.925 -0.459 2.368
C -0.457 -0.301 3.747
O 1.025 1.018 1.671
C 0.244 2.173 1.214
H 0.816 -3.152 0.276
H -0.149 -3.130 1.814
H 1.602 -3.491 1.845
H -0.997 0.548 4.170
H -0.683 -1.226 4.298
H 0.624 -0.118 3.843
H -0.451 1.909 0.330
H -0.355 2.515 2.086
H 0.949 2.955 0.903
*
```

Results
⟨S²⟩: 6.02
Gap between HOMO and LUMO (alpha / beta) (eV): 7.3 / 6.9
Energy above the lowest of the compared OMol25 structures with the same formula, charge and spin (eV): 0.000
HOMO level (alpha / beta) (eV): -10.5 / -13.1